1.
Formula: C3H8N2O
Source: the OMol25 dataset
Level of theory: ωB97M-V/def2-TZVPD

Structure (XYZ):
```
14
Properties=species:S:1:pos:R:3:forces:R:3:nbo_charge:R:1
C 0.43997 1.99061 0.82253 0.0309 0.0787 -0.0612 -0.419
N -0.18899 0.68313 1.03466 0.0431 -0.0104 0.1885 -0.671
C 0.47488 -0.45684 0.22971 0.0290 -0.0384 -0.0742 0.742
O 1.64713 -0.75332 0.32235 -0.3380 0.0875 -0.0029 -0.643
N -0.59962 -0.80187 -0.45514 0.1273 -0.0633 0.0145 -0.695
C -0.56520 -1.86051 -1.43880 0.0425 -0.1454 -0.1334 -0.419
H 1.49762 1.94818 1.10244 -0.1597 0.0072 -0.0472 0.217
H -0.06981 2.76264 1.40492 0.0693 -0.1520 -0.0771 0.206
H 0.36349 2.23603 -0.23937 0.0322 -0.0044 0.1277 0.212
H -0.23365 0.45243 2.02712 0.0026 -0.0146 -0.2020 0.396
H -1.09257 0.22879 0.30074 0.0907 0.1200 0.1178 0.479
H -1.19878 -2.70245 -1.13492 0.0923 0.1383 -0.0198 0.193
H -0.93330 -1.49908 -2.40607 0.0614 -0.0372 0.1646 0.194
H 0.45882 -2.22774 -1.57018 -0.1238 0.0340 0.0045 0.208
```
Positions in Å, forces in eV/Å.

The value obtained for the electronic energy is -303.80583 hartree. The calculation puts the largest force on an atom at 0.3 eV Å⁻¹. The relative energy (zero: lowest compared OMol25 entry of this formula, charge and spin) is 54.2 kcal per mole. The value obtained for the HOMO energy is -9.0 eV. The calculation puts the frontier orbital gap at 9.86 eV.

2.
Formula: C3H8N2O
Source: the OMol25 dataset
Level of theory: ωB97M-V/def2-TZVPD

Structure (XYZ):
```
14
Properties=species:S:1:pos:R:3:forces:R:3:nbo_charge:R:1
C -2.23518 0.43863 0.17418 -0.2086 0.0291 0.0276 -0.418
N -0.79040 0.43469 0.05338 0.1165 -0.0546 0.0791 -0.640
C -0.16979 -0.74322 -0.27373 -0.1631 -0.0736 0.0089 0.775
O -0.78152 -1.74344 -0.63701 -0.2211 0.2843 0.0656 -0.684
N 1.19377 -0.82055 -0.21003 -0.3058 -0.1815 -0.0635 -0.643
C 2.16128 0.22583 0.03861 0.0600 0.0604 -0.0074 -0.420
H -2.64899 1.37089 -0.21519 0.0534 -0.0513 0.0407 0.194
H -2.57414 0.30113 1.20935 0.1038 0.0350 -0.1401 0.185
H -2.61128 -0.39541 -0.41730 0.0088 0.1279 0.0582 0.245
H -0.27638 1.16567 0.52162 0.0366 -0.2198 -0.1130 0.388
H 1.38937 -1.74085 -0.58749 0.8740 0.4043 0.1603 0.416
H 3.16613 -0.19848 0.02026 -0.1480 -0.0630 -0.0002 0.220
H 2.14315 1.02986 -0.71185 -0.1368 -0.1676 0.1026 0.191
H 2.03399 0.67527 1.03519 -0.0696 -0.1296 -0.2187 0.191
```
Positions in Å, forces in eV/Å.

The value obtained for the electronic energy is -303.87627 hartree. The calculation puts the largest force on an atom at 1.0 eV Å⁻¹. The relative energy (zero: lowest compared OMol25 entry of this formula, charge and spin) is 9.9 kcal per mole. The value obtained for the HOMO energy is -9.4 eV. The calculation puts the frontier orbital gap at 10.23 eV. Its SMILES is CNC(=O)NC.

3.
Formula: C3H8N2O
Source: the OMol25 dataset
Level of theory: ωB97M-V/def2-TZVPD

Structure (XYZ):
```
14
Properties=species:S:1:pos:R:3:forces:R:3:nbo_charge:R:1
H -0.63384 -0.03609 -1.82675 -0.0500 0.4540 -0.5754 0.330
N -0.34971 0.73514 -1.22015 -0.0226 -0.7558 0.6936 -0.755
C -1.36498 1.30662 -0.70084 0.2263 -0.4109 -0.1203 0.308
N -2.66695 1.15066 -1.07211 -0.4115 -0.0583 -0.0323 -0.817
H -1.21383 1.90156 0.19506 -0.0375 0.5277 -0.2465 0.171
H -2.88330 0.62128 -1.90152 0.1799 0.0263 -0.0208 0.386
H -3.35596 1.84668 -0.84429 0.1454 -0.0025 0.2498 0.395
C 1.68000 -1.73996 1.74953 0.5635 -0.0048 -0.1272 -0.489
C 2.01378 -0.67510 1.03480 -0.8663 0.0751 0.2310 0.149
O 2.14858 -0.70551 -0.32802 0.4311 -0.1559 0.0697 -0.743
H 1.78784 -2.71725 1.29664 -0.5778 -0.0942 0.0260 0.202
H 1.40112 -1.63074 2.78866 0.3974 -0.1366 0.0743 0.200
H 2.11663 0.29194 1.52622 -0.1254 0.1373 -0.2646 0.151
H 1.32064 -0.34923 -0.69723 0.1475 0.3985 0.0428 0.511
```
Positions in Å, forces in eV/Å.

The value obtained for the electronic energy is -303.81025 hartree. The calculation puts the largest force on an atom at 1.0 eV Å⁻¹. The relative energy (zero: lowest compared OMol25 entry of this formula, charge and spin) is 51.4 kcal per mole. The value obtained for the HOMO energy is -9.0 eV. The calculation puts the frontier orbital gap at 9.78 eV. Its SMILES is [H]/N=C\N.C=CO.

4.
Formula: C3H8N2O
Source: the OMol25 dataset
Level of theory: ωB97M-V/def2-TZVPD

Structure (XYZ):
```
14
Properties=species:S:1:pos:R:3:forces:R:3:nbo_charge:R:1
N 1.60179 -0.91765 0.65995 6.4987 0.9121 -0.1425 -0.859
C 0.68044 0.04765 0.63236 -4.6851 2.4159 -0.8941 -0.100
C -0.60979 -0.66606 0.34534 0.5508 -3.5269 0.9465 0.092
O -1.82804 -0.57318 0.85798 -2.2301 0.8940 1.2429 -0.664
C -0.16617 0.10161 -0.74760 2.1796 1.8947 -1.3430 -0.164
N -0.86116 1.36534 -0.87460 3.9370 0.4872 2.5151 -0.865
H 1.13646 -1.85049 0.55115 2.3453 1.0605 -0.3777 0.409
H 2.68526 -0.38226 0.26397 -4.1199 -3.6462 1.1546 0.373
H 0.68714 1.08632 1.07200 0.3456 -1.4748 0.1828 0.196
H -0.52937 -1.74160 0.37791 1.0146 -0.5283 -0.5740 0.166
H -1.92617 0.35884 0.91156 -1.2522 1.6934 0.2962 0.475
H 0.56348 -0.12504 -1.52568 -0.7240 -0.8117 -0.2152 0.189
H -1.46940 1.32917 -1.62761 -0.9196 0.7132 -1.9306 0.374
H 0.03551 1.96734 -0.89672 -2.9409 -0.0832 -0.8610 0.378
```
Positions in Å, forces in eV/Å.

The value obtained for the electronic energy is -303.69010 hartree. The calculation puts the largest force on an atom at 6.6 eV Å⁻¹. The relative energy (zero: lowest compared OMol25 entry of this formula, charge and spin) is 126.8 kcal per mole. The value obtained for the HOMO energy is -7.8 eV. The calculation puts the frontier orbital gap at 8.67 eV. Its SMILES is N[C@@H]1C(O)[C@H]1N.